Density functional theory data (ωB97M-V/def2-TZVPD) for C26H45B2F17NO22S3Zr2 as an isolated structure at a distorted geometry.

Each line ends with the Mulliken charge.
CARTESIAN COORDINATES (ANGSTROEM)
Zr1 0.66 -3.29 2.08  1.88
Zr2 -0.93 -2.23 -2.82  1.32
S1 0.77 0.07 1.52  0.20
S2 1.73 -1.12 -0.45  0.71
S3 -5.16 3.49 2.20  1.08
F1 -2.69 2.05 -3.16  -0.23
F2 5.09 -1.12 2.81  -0.23
F3 -3.98 2.59 -1.53  -0.20
F4 5.36 -2.81 -2.68  -0.26
F5 -0.34 -0.38 2.57  -0.16
F6 0.33 5.85 3.49  -0.30
F7 -0.92 4.82 2.03  -0.25
F8 6.26 -2.88 3.38  -0.23
F9 2.70 -2.32 -0.58  0.02
F10 1.22 4.37 2.20  -0.24
F11 1.76 7.71 -0.99  -0.27
F12 4.29 -2.57 4.19  -0.25
F13 -2.28 1.32 -1.15  -0.04
F14 6.27 -1.95 -4.45  -0.24
F15 0.48 7.32 0.72  -0.17
F16 -0.27 8.43 -0.99  -0.26
F17 4.90 -3.60 -4.65  -0.26
O1 0.99 -4.62 0.53  -0.70
O2 -4.63 4.43 1.31  -0.53
O3 0.01 0.85 0.63  0.10
O4 -5.55 2.17 1.37  -0.38
O5 2.58 -0.01 -0.50  -0.60
O6 3.19 -3.27 1.82  -0.34
O7 -3.97 2.82 3.01  -0.37
O8 5.26 -3.59 1.07  -0.29
O9 -5.33 0.52 -2.09  -0.17
O10 -0.45 2.43 3.39  -0.35
O11 -3.54 -0.75 -2.49  -0.53
O12 0.23 -3.85 -2.46  -0.89
O13 -1.37 -3.06 1.99  -0.86
O14 -1.75 -2.29 -0.94  -0.03
O15 1.77 0.65 2.33  -0.59
O16 2.88 -1.81 -3.65  -0.84
O17 0.75 -1.33 -1.43  0.41
O18 4.30 -0.43 -4.70  -0.31
O19 0.25 5.07 -0.54  -0.19
O20 -0.04 3.84 5.09  -0.35
O21 -6.19 3.83 3.05  -0.60
O22 -0.37 6.12 -2.41  -0.52
N1 1.03 -1.49 1.03  0.70
C1 0.05 6.11 -1.30  0.33
C2 -0.34 2.85 6.09  -0.23
C3 -3.26 2.03 2.02  0.27
C4 -2.71 -2.33 0.06  -0.06
C5 -0.20 3.80 -0.98  0.22
C6 -3.24 1.61 -2.04  0.79
C7 0.10 4.69 2.88  1.14
C8 -4.44 1.27 1.41  0.35
C9 5.05 -2.43 3.11  0.77
C10 3.36 0.67 -4.80  0.06
C11 -4.07 0.32 -2.28  -0.03
C12 1.08 -4.84 -1.98  -0.16
C13 4.84 -4.50 0.02  0.46
C14 -1.81 2.51 6.17  -0.95
C15 5.30 -5.90 0.40  -1.49
C16 3.95 -1.52 -4.09  0.40
C17 3.80 1.76 -3.85  -0.98
C18 -7.69 0.06 -2.34  -1.25
C19 -6.27 -0.41 -2.62  -0.25
C20 4.39 -3.16 1.92  0.23
C21 -2.47 -3.32 1.17  -0.84
C22 5.15 -2.49 -3.96  0.82
C23 0.51 7.42 -0.61  0.83
C24 0.65 3.22 -2.08  -1.16
C25 -0.19 3.51 3.84  0.11
C26 0.80 -5.41 -0.62  -0.79
B1 1.25 -2.67 4.13  0.36
B2 -0.58 -0.11 -3.56  0.39
H1 3.84 1.38 -2.83  0.22
H2 1.21 -5.66 -2.69  0.47
H3 -4.30 0.75 0.47  -0.64
H4 1.28 -6.38 -0.48  0.40
H5 0.17 1.92 5.81  0.18
H6 -4.66 0.44 2.10  0.58
H7 -2.16 1.94 5.32  0.13
H8 2.10 -4.40 -1.97  -0.08
H9 1.39 -1.86 3.29  -0.07
H10 -1.24 3.92 -1.30  0.29
H11 -2.57 1.34 2.50  -0.01
H12 -7.84 0.99 -2.90  0.32
H13 -2.77 2.72 1.33  0.14
H14 -2.85 -1.33 0.49  -0.15
H15 0.09 3.15 7.04  0.40
H16 -3.35 -3.40 1.80  0.35
H17 0.44 3.63 -3.06  0.48
H18 1.64 -2.34 5.20  -0.11
H19 -7.84 0.27 -1.28  0.32
H20 4.77 2.13 -4.15  0.42
H21 -0.29 0.91 -4.09  -0.18
H22 1.72 3.41 -1.92  0.56
H23 -6.18 -1.43 -2.22  0.28
H24 5.38 -4.15 -0.86  0.23
H25 0.12 -2.99 4.08  0.07
H26 -1.54 -0.62 -4.01  0.05
H27 -0.24 3.12 -0.14  -0.25
H28 3.78 -4.43 -0.18  -0.09
H29 3.43 1.04 -5.82  0.32
H30 -2.42 3.39 6.41  0.31
H31 -0.29 -5.61 -0.63  0.33
H32 -3.69 -2.58 -0.36  0.34
H33 -2.33 -4.31 0.71  0.28
H34 0.54 2.13 -2.17  -0.04
H35 0.29 -0.90 -3.67  0.07
H36 1.83 -3.62 3.74  0.10
H37 -0.86 0.00 -2.42  -0.35
H38 2.34 0.32 -4.64  -0.04
H39 4.70 -6.21 1.26  0.35
H40 3.07 2.57 -3.85  0.27
H41 -1.94 1.86 7.04  0.42
H42 6.36 -5.92 0.63  0.38
H43 -8.37 -0.67 -2.76  0.41
H44 -6.13 -0.58 -3.69  0.38
H45 5.07 -6.64 -0.37  0.41

Properties
Net charge   +1
Relative energy (zero: lowest compared OMol25 entry of this formula, charge and spin)   0.0 kJ/mol
2S+1   1
E   -156838.37716 eV

---

Density functional theory data (ωB97M-V/def2-TZVPD) for C26H45ClF3O3PSTc as an isolated structure at a distorted geometry.

Each line ends with the Mulliken charge.
CARTESIAN COORDINATES (ANGSTROEM)
Tc1 1.55 -0.19 2.43  -0.52
Cl1 1.55 -0.92 4.49  -0.46
S1 0.20 2.75 3.32  1.18
P1 0.20 0.29 -0.21  0.78
F1 -1.18 1.03 4.76  -0.20
F2 0.54 1.93 5.83  -0.21
F3 -1.29 3.12 5.48  -0.22
O1 0.80 4.03 3.53  -0.67
O2 -0.97 2.63 2.46  -0.65
O3 1.24 1.72 2.95  -0.84
C1 2.02 0.54 -0.52  0.42
C2 -2.16 1.86 -0.77  0.22
C3 -0.85 -2.26 -4.21  -0.82
C4 0.19 -2.09 -1.87  -0.50
C5 -2.83 3.22 -0.57  -0.87
C6 -0.47 2.18 4.96  0.50
C7 -0.58 -0.03 -3.03  -0.51
C8 2.46 0.66 -2.00  -0.96
C9 0.48 -3.18 2.39  -1.01
C10 -1.89 -2.88 3.66  -0.26
C11 -0.47 -3.56 3.61  -0.72
C12 2.85 -0.54 0.18  0.41
C13 -0.49 -0.74 -1.67  0.68
C14 -2.80 -1.11 0.98  -0.42
C15 -2.90 -3.09 2.40  -0.98
C16 0.01 2.95 -1.40  -0.59
C17 -2.17 4.29 -1.45  -0.78
C18 3.94 1.07 -2.06  -0.91
C19 -0.66 1.95 -0.47  0.70
C20 4.84 0.12 -1.25  -0.79
C21 0.86 -1.89 1.84  1.58
C22 -1.41 -0.85 -4.02  -1.02
C23 -0.65 4.32 -1.25  -0.91
C24 -2.73 -2.42 1.13  0.40
C25 -0.59 -2.97 -2.87  -0.76
C26 4.31 -0.12 0.16  -1.04
H1 1.46 -3.53 2.74  0.17
H2 -0.19 5.03 -1.95  0.45
H3 -2.64 1.14 -0.11  -0.61
H4 1.08 3.03 -1.19  0.25
H5 -1.55 -2.86 -4.81  0.44
H6 -2.40 4.08 -2.50  0.30
H7 4.89 -0.85 -1.77  0.30
H8 -0.10 2.60 -2.44  0.15
H9 -2.60 5.27 -1.22  0.42
H10 0.43 0.10 -3.43  0.15
H11 -0.58 2.37 0.55  -0.43
H12 5.86 0.52 -1.18  0.43
H13 2.68 -1.46 -0.39  0.30
H14 4.38 0.79 0.76  0.24
H15 0.35 -1.90 0.84  -0.99
H16 -2.44 -0.92 -3.65  0.38
H17 -1.98 -2.90 0.42  0.11
H18 -0.44 4.68 -0.23  0.33
H19 -2.72 3.49 0.49  0.27
H20 -3.21 -0.44 0.22  0.71
H21 4.02 2.08 -1.62  0.39
H22 2.74 -0.86 1.32  0.00
H23 -0.68 -4.66 3.59  0.35
H24 -1.55 -3.24 -2.42  0.28
H25 4.89 -0.90 0.67  0.48
H26 0.11 -3.86 1.62  0.38
H27 -1.44 -0.33 -4.99  0.40
H28 2.21 1.53 -0.08  0.88
H29 -2.41 -3.37 4.52  0.40
H30 1.21 -1.93 -2.26  0.26
H31 1.87 1.39 -2.57  0.14
H32 0.08 -3.42 4.58  0.37
H33 -2.08 -0.55 1.63  0.19
H34 -1.01 0.97 -2.95  0.01
H35 -3.82 -2.74 2.87  0.33
H36 -0.03 -3.90 -3.04  0.44
H37 -3.90 3.14 -0.80  0.47
H38 0.09 -2.21 -4.78  0.33
H39 2.33 -0.30 -2.52  0.21
H40 -2.88 -4.16 2.28  0.29
H41 -1.72 -1.83 3.99  0.05
H42 0.30 -2.64 -0.93  -0.04
H43 4.29 1.12 -3.10  0.39
H44 -2.32 1.53 -1.80  0.24
H45 -1.52 -0.92 -1.29  0.15

Properties
Net charge   0
2S+1   4
E   -76823.93530 eV

---

Density functional theory data (ωB97M-V/def2-TZVPD) for the molecule C26H46N2O10.

Each line ends with the Mulliken charge.
CARTESIAN COORDINATES (ANGSTROEM)
O1 2.29 -2.94 3.92  -0.34
O2 -1.99 2.10 -2.11  -0.35
O3 -3.68 -0.88 -0.57  0.04
O4 -2.61 -2.61 -3.01  -0.43
O5 -2.42 -0.87 3.57  -0.72
O6 2.22 0.41 -3.33  -0.68
O7 -2.21 3.39 0.75  -0.43
O8 1.64 1.46 -0.43  -0.33
O9 3.16 -1.16 2.86  -0.66
O10 3.82 1.66 -0.89  -0.38
N1 -2.10 0.35 1.71  0.70
N2 0.06 -0.02 -2.92  0.78
C1 3.84 3.18 -2.76  -0.95
C2 -1.58 -1.78 -3.48  -0.75
C3 -2.69 3.24 -1.69  -0.67
C4 -0.15 -0.27 3.06  0.40
C5 -1.28 1.09 0.78  1.07
C6 -1.14 2.57 1.17  -0.72
C7 1.37 -0.33 -2.84  0.59
C8 0.18 -0.90 4.41  -0.89
C9 -0.68 2.32 -2.62  0.07
C10 -2.08 4.01 -0.50  -0.67
C11 2.74 0.97 -0.56  0.19
C12 -4.19 -2.02 -1.23  -0.83
C13 -3.85 -1.99 -2.72  -0.55
C14 3.68 3.03 -1.25  -0.17
C15 4.41 -4.07 3.48  -1.24
C16 -0.32 1.20 -3.60  -1.51
C17 -4.06 -0.87 0.80  -0.75
C18 2.97 -3.83 3.03  0.23
C19 3.08 -0.47 -0.28  -0.06
C20 -1.03 -0.83 -2.41  -0.31
C21 -1.65 -0.30 2.81  0.44
C22 1.77 -1.61 -2.14  -1.21
C23 -3.53 0.39 1.49  -1.04
C24 2.47 -1.63 3.73  0.64
C25 1.93 -1.42 -0.63  0.99
C26 1.67 -0.83 4.73  -0.88
H1 -0.66 3.28 -3.16  0.65
H2 0.05 2.34 -1.81  -0.07
H3 1.06 -2.41 -2.35  0.41
H4 4.97 -3.15 3.44  0.31
H5 2.02 0.21 4.70  0.37
H6 -3.66 -1.75 1.31  0.44
H7 2.74 -1.90 -2.56  0.57
H8 -1.12 2.66 2.26  0.34
H9 -5.15 -0.89 0.87  0.36
H10 -1.93 -1.20 -4.35  0.37
H11 -1.03 4.25 -0.71  0.29
H12 2.96 -3.40 2.02  -0.11
H13 -4.62 -2.55 -3.26  0.45
H14 4.86 2.95 -3.06  0.31
H15 -2.64 4.96 -0.42  0.46
H16 -5.28 -2.04 -1.11  0.45
H17 0.35 -0.83 2.26  -0.20
H18 0.53 1.51 -4.20  0.63
H19 -2.78 3.95 -2.53  0.50
H20 3.61 4.20 -3.05  0.37
H21 -1.75 1.02 -0.20  -0.26
H22 -3.86 -0.95 -3.07  0.25
H23 1.01 -1.02 -0.21  -0.81
H24 -1.18 1.00 -4.25  0.29
H25 3.29 -0.54 0.79  0.06
H26 -3.68 2.88 -1.41  0.35
H27 2.12 -2.39 -0.17  0.08
H28 -3.77 1.28 0.91  0.32
H29 -0.80 -2.47 -3.83  0.27
H30 -3.78 -2.94 -0.79  0.38
H31 2.69 3.38 -0.93  0.12
H32 4.42 -4.46 4.50  0.30
H33 -0.38 -0.37 5.19  0.45
H34 -0.29 0.66 0.71  -1.02
H35 -4.02 0.45 2.47  0.55
H36 -0.19 2.95 0.77  0.28
H37 4.46 3.57 -0.71  0.36
H38 4.87 -4.80 2.82  0.41
H39 2.39 -4.75 3.05  0.39
H40 -0.15 -1.94 4.42  0.35
H41 0.22 0.76 3.02  0.32
H42 3.99 -0.73 -0.82  0.39
H43 1.85 -1.24 5.72  0.39
H44 -1.83 -0.16 -2.08  -0.09
H45 -0.72 -1.42 -1.54  0.20
H46 3.16 2.50 -3.26  0.16

Properties
Net charge   0
SMILES   CCOC(=O)CCCC(=O)N1CCOCCOCCN(C(=O)CCCC(=O)OCC)CCOCCOCC1
Relative energy (zero: lowest compared OMol25 entry of this formula, charge and spin)   7.5 kJ/mol
2S+1   1
E   -51164.25783 eV

---

Density functional theory data (ωB97M-V/def2-TZVPD) for C26H46O2P2Ti as an isolated structure at a distorted geometry.

Each line ends with the Mulliken charge.
CARTESIAN COORDINATES (ANGSTROEM)
Ti1 0.01 -0.36 1.17  -1.52
P1 -1.54 0.11 -0.44  1.45
P2 1.73 1.29 0.36  1.43
O1 -0.54 2.09 3.04  0.13
O2 -2.24 1.92 1.59  -0.69
C1 0.56 2.32 -0.61  -1.47
C2 0.72 -2.34 1.81  0.56
C3 0.57 1.91 -4.13  -0.81
C4 1.51 -1.42 2.60  0.57
C5 -1.12 -1.45 -4.49  -1.02
C6 3.00 -1.34 2.67  -1.56
C7 -0.67 -1.39 -1.06  0.17
C8 0.40 -1.09 -4.65  -1.14
C9 -1.27 3.23 3.54  -0.98
C10 1.02 0.11 4.65  -1.69
C11 2.65 2.39 1.45  -1.09
C12 -1.85 -3.02 1.81  -1.67
C13 1.27 -3.44 0.95  -1.52
C14 -0.68 -2.20 2.22  1.23
C15 -0.72 -1.19 3.26  0.49
C16 3.02 0.43 -0.60  -1.29
C17 -0.88 1.55 -4.64  -1.14
C18 -1.89 -0.89 4.13  -1.57
C19 -1.90 -0.51 -3.62  -0.27
C20 0.62 -0.73 3.50  0.80
C21 1.07 -0.47 -3.46  -0.39
C22 -1.14 1.49 1.96  0.12
C23 -3.28 0.04 -0.65  -1.47
C24 1.28 0.86 -3.34  -0.36
C25 -1.77 0.82 -3.68  -0.09
C26 -0.67 1.55 -1.16  1.30
H1 -0.77 0.97 -5.57  0.29
H2 -1.10 4.06 2.84  0.27
H3 2.12 1.24 -2.73  0.79
H4 -2.65 -2.39 1.39  0.24
H5 3.33 -0.29 2.69  0.30
H6 -1.21 -2.46 -4.07  0.34
H7 -2.34 2.98 3.59  0.35
H8 2.00 -3.08 0.22  0.32
H9 3.37 1.80 2.04  0.37
H10 1.79 -4.18 1.57  0.39
H11 -3.69 0.87 -0.06  0.41
H12 -1.99 0.19 4.26  0.19
H13 -1.55 -1.47 -5.51  0.43
H14 -0.87 3.46 4.54  0.25
H15 0.67 -0.30 5.61  0.35
H16 -2.69 -0.98 -3.03  0.66
H17 -1.80 -1.34 5.13  0.35
H18 -2.82 -1.27 3.69  0.43
H19 -2.42 1.48 -3.09  0.66
H20 0.21 3.16 0.01  0.58
H21 1.17 2.19 -5.01  0.47
H22 -0.35 1.09 -2.10  -2.23
H23 1.54 -1.18 -2.78  0.73
H24 -2.28 -3.53 2.69  0.43
H25 3.48 -1.85 1.82  0.36
H26 1.96 2.90 2.14  0.18
H27 1.15 2.78 -1.43  0.78
H28 0.48 -3.97 0.41  0.29
H29 -1.57 -3.77 1.06  0.22
H30 0.91 -2.04 -4.88  0.41
H31 0.58 1.10 4.52  0.06
H32 0.50 2.82 -3.52  0.22
H33 -3.68 -0.89 -0.24  0.33
H34 -3.58 0.14 -1.70  0.56
H35 3.73 -0.05 0.10  0.43
H36 2.58 -0.36 -1.23  0.05
H37 3.38 -1.80 3.60  0.34
H38 -0.37 -1.18 -2.10  -0.47
H39 -1.47 2.28 -1.35  0.98
H40 3.20 3.14 0.86  0.48
H41 3.57 1.13 -1.25  0.55
H42 -1.33 -2.28 -1.07  0.76
H43 0.51 -0.42 -5.51  0.28
H44 2.11 0.22 4.71  0.46
H45 0.28 -1.67 -0.56  -0.66
H46 -1.35 2.52 -4.88  0.53

Properties
Net charge   +1
Relative energy (zero: lowest compared OMol25 entry of this formula, charge and spin)   114.8 kJ/mol
2S+1   2
E   -73488.29372 eV

---

Density functional theory data (ωB97M-V/def2-TZVPD) for C26H47Cl2CrP as an isolated structure at a distorted geometry.

Each line ends with the Mulliken charge.
CARTESIAN COORDINATES (ANGSTROEM)
Cr1 0.35 -0.32 2.01  -1.15
Cl1 -1.89 2.11 4.80  -0.30
Cl2 1.79 0.19 3.66  -0.61
P1 0.23 0.53 -0.16  1.53
C1 -1.75 -2.90 4.01  -0.60
C2 -2.85 3.40 -0.43  -1.01
C3 0.25 -1.86 -1.69  0.25
C4 4.00 1.28 -1.90  -0.97
C5 0.00 3.16 -1.25  -0.38
C6 -2.14 2.04 -0.46  -0.56
C7 -0.59 0.17 -2.91  -0.26
C8 -0.75 -2.14 -4.02  -0.76
C9 -2.33 -2.51 2.65  -0.81
C10 4.33 0.02 0.30  -0.95
C11 2.84 -0.36 0.27  0.50
C12 4.88 0.30 -1.10  -0.71
C13 -1.30 -1.90 1.72  0.91
C14 -0.54 -3.83 3.89  -0.92
C15 -0.51 -2.79 -2.65  -0.90
C16 -0.47 -0.52 -1.54  0.02
C17 -1.76 0.48 4.10  -0.57
C18 0.16 -2.39 1.85  0.26
C19 2.51 0.92 -1.87  -0.80
C20 -2.22 4.43 -1.38  -0.67
C21 -1.33 -0.73 -3.92  -1.03
C22 -0.70 4.52 -1.24  -1.07
C23 0.59 -3.26 3.03  -1.11
C24 -0.62 2.19 -0.25  -0.32
C25 -1.65 0.42 2.59  0.07
C26 2.05 0.76 -0.42  -0.62
H1 2.50 -0.53 1.31  -0.58
H2 -1.11 1.13 -2.84  0.08
H3 1.30 -2.69 3.66  0.26
H4 0.35 -2.36 -0.73  -1.05
H5 1.27 -1.69 -2.07  0.29
H6 4.33 1.32 -2.95  0.40
H7 5.89 0.71 -1.03  0.41
H8 1.18 -4.12 2.65  0.25
H9 -1.52 1.46 2.23  -0.08
H10 -2.38 -0.80 -3.60  0.37
H11 -2.53 -3.40 4.60  0.37
H12 4.12 2.29 -1.49  0.37
H13 -1.43 -2.77 -4.60  0.42
H14 -2.67 5.41 -1.19  0.37
H15 -1.47 -3.04 -2.19  0.36
H16 4.44 0.92 0.92  0.38
H17 0.42 0.38 -3.30  0.18
H18 -3.17 -1.82 2.78  0.40
H19 -0.29 5.14 -2.05  0.40
H20 1.07 3.31 -1.03  0.30
H21 -1.47 -1.99 4.56  0.15
H22 -0.05 2.74 -2.27  0.12
H23 -0.86 0.05 4.58  0.06
H24 -1.50 -0.72 -1.18  0.78
H25 -2.75 -3.42 2.18  0.39
H26 0.73 -2.66 0.95  0.29
H27 2.36 -0.02 -2.41  0.20
H28 -1.67 -1.80 0.69  -0.45
H29 2.25 1.70 0.12  0.80
H30 -0.46 2.60 0.77  0.87
H31 -1.33 -0.24 -4.90  0.41
H32 -0.88 -4.78 3.46  0.36
H33 4.95 -0.64 -1.66  0.31
H34 -2.65 -0.05 4.47  0.25
H35 -2.58 1.38 0.30  0.08
H36 -2.60 0.08 2.16  0.27
H37 4.90 -0.78 0.78  0.39
H38 -2.82 3.79 0.59  0.38
H39 -0.46 5.03 -0.30  0.39
H40 -2.34 1.56 -1.43  0.35
H41 -3.91 3.26 -0.68  0.40
H42 -2.48 4.16 -2.42  0.31
H43 -0.15 -4.07 4.89  0.39
H44 1.93 1.69 -2.39  0.14
H45 0.20 -2.10 -4.57  0.32
H46 2.71 -1.30 -0.28  0.25
H47 0.05 -3.72 -2.76  0.43

Properties
Net charge   -1
2S+1   4
E   -90480.31876 eV